# 1
{"formula": "C3H6N3O", "method": "ωB97M-V/def2-TZVPD", "total_charge": 1, "spin_multiplicity": 3, "elements": ["C", "C", "C", "N", "N", "N", "O", "H", "H", "H", "H", "H", "H"], "coordinates": [[-2.3262, -0.1189, -0.2171], [-1.0380, -0.7768, -0.0097], [0.2786, 0.3416, 0.0106], [-0.9497, -1.9741, 0.2250], [-0.0234, 1.6163, 0.2327], [1.4028, -0.2635, -0.2651], [-2.5970, 1.0240, -0.0657], [-3.1109, -0.9833, -0.5729], [0.0165, -2.2616, 0.5088], [-0.9475, 1.7145, 0.6698], [0.6693, 2.3938, 0.0178], [1.2323, -1.2220, -0.6486], [2.1170, 0.2878, -0.6315]]}

***

# 2
{"formula": "C2H2N4S", "method": "ωB97M-V/def2-TZVPD", "smiles": "[H]/N=N/N=C=S.C#N", "total_charge": 0, "elements": ["C", "C", "N", "N", "N", "N", "S", "H", "H"], "coordinates": [[0.9468, -1.0561, 0.4595], [-2.9341, 0.1631, 0.0032], [1.1722, -2.0834, 0.0267], [-1.9331, 0.8539, -0.0006], [-1.5145, 2.1256, -0.1539], [-0.2723, 2.2522, -0.0505], [-3.9973, -0.9716, 0.0959], [1.1471, -0.0971, 0.9105], [0.0125, 3.3067, -0.2854]]}

***

# 3
{"formula": "C8H10BrP", "method": "ωB97M-V/def2-TZVPD", "total_charge": 0, "elements": ["C", "C", "C", "C", "C", "C", "C", "C", "P", "Br", "H", "H", "H", "H", "H", "H", "H", "H", "H", "H"], "coordinates": [[1.9707, -1.2000, -0.2006], [2.0842, 0.0716, -0.7559], [1.0862, -1.4365, 0.8901], [1.2434, 1.0756, -0.3522], [0.3359, -0.4174, 1.3460], [0.3020, 0.8534, 0.7109], [-1.7006, -0.4966, -1.5198], [-0.6096, 1.8291, 1.1807], [-2.7779, 0.6012, -0.4477], [-3.7700, -1.0024, 0.7343], [2.7008, -1.9925, -0.4412], [2.8524, 0.3915, -1.5300], [1.0064, -2.4059, 1.3224], [1.3242, 2.0860, -0.8754], [-0.2694, -0.6772, 2.1863], [-0.8824, 0.2775, -1.9642], [-2.3972, -0.9019, -2.2590], [-1.1293, -1.1954, -0.9297], [-0.4617, 2.7106, 0.7112], [-0.9081, 1.8294, 2.1939]]}

***

# 4
{"formula": "C3H8ClN3", "method": "ωB97M-V/def2-TZVPD", "total_charge": 2, "elements": ["C", "C", "C", "N", "N", "N", "Cl", "H", "H", "H", "H", "H", "H", "H", "H"], "coordinates": [[2.4237, -1.1213, -0.0434], [-0.6531, 2.4253, 0.6672], [-2.9201, 1.9447, -0.2427], [2.1569, 0.1943, -0.0764], [1.5710, -2.0966, -0.1862], [-1.6818, 2.1516, 0.2274], [0.7492, 2.8730, 1.2853], [3.5261, -1.2571, 0.0104], [-2.8675, 1.3193, -1.1622], [-3.5079, 2.9084, -0.5663], [-3.6048, 1.3535, 0.4811], [1.1552, 0.5579, -0.2659], [1.9272, -3.0603, -0.3843], [0.5910, -1.8869, -0.2642], [2.9762, 0.7648, 0.0059]]}

***

# 5
{"formula": "C4H3F", "method": "ωB97M-V/def2-TZVPD", "smiles": "C#C/C=C\\F", "total_charge": 0, "elements": ["C", "C", "C", "C", "H", "H", "H", "F"], "coordinates": [[-0.6142, 1.1311, 0.2765], [-0.9099, -0.1706, 0.2274], [0.0405, -1.1800, -0.1244], [0.8986, -2.0106, -0.3122], [-1.3050, 1.9298, 0.5576], [-1.9209, -0.5101, 0.4361], [1.6773, -2.7039, -0.5455], [0.5620, 1.6295, -0.0947]]}

***

# 6
{"formula": "C25H30N3O", "method": "ωB97M-V/def2-TZVPD", "total_charge": 1, "elements": ["C", "C", "N", "C", "C", "C", "C", "C", "C", "C", "C", "C", "C", "C", "C", "N", "C", "C", "C", "C", "C", "C", "C", "H", "H", "H", "H", "H", "H", "H", "H", "H", "H", "H", "H", "H", "H", "H", "H", "H", "H", "H", "H", "H", "C", "C", "N", "C", "C", "O", "H", "H", "H", "H", "H", "H", "H", "H", "H"], "coordinates": [[0.1811, 1.4128, 4.6859], [0.9513, 0.3227, 4.0509], [2.3215, 0.1999, 4.1406], [3.2080, 1.0976, 4.8848], [2.7309, -0.9565, 3.4619], [1.5789, -1.5799, 2.9516], [1.6934, -2.8228, 2.3174], [2.9343, -3.3796, 2.1409], [4.0817, -2.7303, 2.6077], [3.9906, -1.5350, 3.2787], [0.4448, -0.7466, 3.2865], [-0.9236, -0.9988, 3.0161], [-1.4669, -2.0179, 2.1719], [-2.5754, -2.8223, 2.4960], [-3.3446, -2.7751, 3.7579], [-2.7533, -3.7531, 1.4970], [-3.7302, -4.8383, 1.5236], [-1.7984, -3.5555, 0.4888], [-1.0138, -2.4527, 0.8657], [-0.0238, -1.9721, 0.0012], [0.1930, -2.6273, -1.1875], [-0.5631, -3.7509, -1.5412], [-1.5587, -4.2214, -0.7186], [-0.8872, 1.3179, 4.4947], [0.3289, 1.4093, 5.7658], [0.5042, 2.3826, 4.3082], [4.2417, 0.7647, 4.8261], [3.1496, 2.1068, 4.4828], [2.9216, 1.1337, 5.9343], [0.8125, -3.3331, 1.9767], [3.0279, -4.3306, 1.6414], [5.0472, -3.1800, 2.4460], [4.8674, -1.0428, 3.6613], [-1.6345, -0.4303, 3.5908], [-3.0166, -1.9522, 4.3935], [-4.4087, -2.6422, 3.5624], [-3.2152, -3.6991, 4.3217], [-3.6627, -5.4428, 0.6216], [-3.5503, -5.4789, 2.3849], [-4.7381, -4.4353, 1.5994], [0.5602, -1.1149, 0.2857], [0.9603, -2.2743, -1.8570], [-0.3621, -4.2550, -2.4726], [-2.1409, -5.0874, -0.9831], [-1.0484, 1.3607, -3.9430], [-0.8560, 0.6441, -2.6084], [-0.3581, 1.5889, -1.6070], [-1.1906, 2.7865, -1.4863], [-1.3644, 3.4309, -2.8599], [-1.8866, 2.5001, -3.7990], [-0.0867, 1.7001, -4.3450], [-1.5041, 0.7037, -4.6939], [-1.8086, 0.2201, -2.2707], [-0.1517, -0.1902, -2.7111], [-0.2294, 1.1245, -0.7001], [-2.1699, 2.5112, -1.0787], [-0.7321, 3.4871, -0.7772], [-2.0470, 4.2887, -2.8237], [-0.4036, 3.7919, -3.2447]]}

***

# 7
{"formula": "C3H11N3O", "method": "ωB97M-V/def2-TZVPD", "smiles": "CC(C)(N)[N@@H+](N)[O-]", "total_charge": 0, "elements": ["C", "C", "N", "C", "H", "H", "H", "H", "H", "H", "H", "N", "N", "O", "H", "H", "H", "H"], "coordinates": [[-1.1631, -0.8543, -0.6377], [-0.4152, 0.0914, 0.2841], [-0.8145, -0.1250, 1.6329], [-0.5645, 1.5511, -0.0748], [-0.3258, 0.4878, 2.2720], [-0.7119, -1.0889, 1.9294], [-0.9504, -0.6425, -1.6789], [-0.8975, -1.8891, -0.4326], [-2.2283, -0.7260, -0.4620], [-1.4361, 1.9738, 0.4182], [-0.6426, 1.6936, -1.1510], [1.1748, -0.2280, 0.1931], [1.5005, -0.8623, -1.0746], [1.9115, 0.8020, 0.4776], [0.3668, 2.0446, 0.2717], [1.3087, -1.0096, 0.8761], [1.3899, -0.1524, -1.7935], [2.4977, -1.0663, -1.0501]]}

***

# 8
{"formula": "C5H14NO2Si2", "method": "ωB97M-V/def2-TZVPD", "total_charge": -1, "elements": ["C", "C", "C", "C", "C", "N", "O", "O", "Si", "Si", "H", "H", "H", "H", "H", "H", "H", "H", "H", "H", "H", "H", "H", "H"], "coordinates": [[3.0746, 1.4559, -0.1243], [-1.3719, 1.7236, -1.6132], [-1.5422, 1.5266, 1.3746], [2.4843, -1.8525, -0.5149], [-0.3454, -2.0600, 0.9557], [0.8293, 0.4399, -0.2429], [3.0953, 1.9117, -1.1666], [3.3112, 1.1165, 0.9586], [-0.2408, 1.6737, -0.0915], [0.7300, -1.2344, -0.3580], [-1.0335, 1.8243, -2.7025], [-2.0334, 0.8430, -1.6069], [-1.9835, 2.5712, -1.3996], [-0.9244, 0.9550, 2.1863], [-1.8005, 2.5042, 1.7213], [-2.3810, 0.9790, 1.1725], [2.2004, -2.8701, -0.1102], [2.8257, -1.9470, -1.5558], [3.2703, -1.4374, 0.0352], [0.0919, -1.9909, 2.0374], [-1.1313, -1.2714, 0.9969], [-0.8076, -3.0424, 0.6475], [0.1871, 3.1725, 0.0910], [0.0603, -1.7706, -1.4958]]}

***

# 9
{"formula": "C7H11FNO4", "method": "ωB97M-V/def2-TZVPD", "total_charge": -1, "elements": ["O", "C", "F", "C", "N", "C", "C", "C", "C", "H", "H", "H", "H", "H", "H", "H", "H", "H", "H", "H", "C", "O", "O", "O"], "coordinates": [[3.7644, -0.6567, 1.4037], [3.2786, 0.0402, 0.5886], [3.6123, 1.3404, 0.5078], [2.2264, -0.3649, -0.4173], [0.8911, 0.0083, 0.1057], [0.0007, -0.9924, 0.7387], [-1.0148, -0.0413, 1.3897], [-1.1445, 1.1025, 0.3367], [-0.0673, 0.8200, -0.7299], [2.3381, -1.4364, -0.5431], [2.4495, 0.1674, -1.3399], [1.0894, 0.6399, 0.8892], [0.5101, -1.7101, 1.3795], [-0.6085, -1.5112, -0.0167], [-0.5065, 0.3355, 2.2919], [-1.9397, -0.5654, 1.5919], [-0.8086, 2.0409, 0.8062], [-2.1496, 1.0887, -0.0567], [0.4593, 1.6852, -1.1223], [-0.5810, 0.1719, -1.4739], [-2.9930, -0.5361, -1.5948], [-4.1867, -0.7941, -1.8861], [-2.3862, -1.0898, -0.5371], [-2.2336, 0.2574, -2.3117]]}

***

# 10
{"formula": "C2HNO4", "method": "ωB97M-V/def2-TZVPD", "smiles": "O=C1O[C@H]1[N+](=O)[O-]", "total_charge": 0, "elements": ["C", "C", "N", "O", "O", "O", "O", "H"], "coordinates": [[-1.3753, 0.1893, -0.0809], [0.1400, 0.5031, -0.0511], [1.0941, -0.5681, -0.0337], [-2.2199, 0.0018, -0.8610], [0.7357, -1.6721, 0.2762], [2.1925, -0.2422, -0.4225], [-1.0830, 0.2764, 1.1546], [0.5159, 1.5119, 0.0184]]}

***

# 11
{"formula": "CH2O2S3", "method": "ωB97M-V/def2-TZVPD", "total_charge": 0, "elements": ["C", "O", "O", "S", "S", "S", "H", "H"], "coordinates": [[0.2037, -0.3972, -0.5444], [-1.0514, 1.3878, 1.1199], [0.9011, 2.2378, -0.0883], [1.2730, -0.5654, 0.9685], [-1.3507, -1.1572, -0.4692], [0.1341, 1.1481, 0.4001], [0.9297, -0.6289, -1.8790], [-1.0395, -2.0250, 0.4923]]}

***

# 12
{"formula": "C3H3NO", "method": "ωB97M-V/def2-TZVPD", "smiles": "N#C[C@H]1CO1", "total_charge": 0, "elements": ["N", "C", "C", "C", "O", "H", "H", "H"], "coordinates": [[2.6052, 0.0417, 0.8020], [1.4922, 0.0938, 0.4935], [0.2259, 0.3266, -0.1817], [-1.0223, -0.4365, -0.0654], [-0.8781, 0.8421, 0.5288], [0.4262, 0.8059, -1.1390], [-1.6352, -0.4625, -0.9668], [-1.1508, -1.2691, 0.6238]]}

***

Relative energy (zero: lowest compared OMol25 entry of this formula, charge and spin)
In order: 0.0 38.9 40.1 16.6 0.3 0.0 80.4 14.0 98.4 98.8 72.5 32.1
Unit: kcal/mol